The following is a DFT calculation (wB97M-V/def2-TZVPD) of a molecular structure, C36H56AsGe2MnN2S in a non-equilibrium geometry.

```
99
Properties=species:S:1:pos:R:3:lowdin_spin:R:1
Mn -0.0283 -0.3858 -0.4325 4.5618
S 2.0882 -0.5689 3.5327 0.0113
C 0.4572 -0.2931 3.9512 -0.0047
C -0.3313 -0.1296 2.8494 0.0100
C 0.3684 -0.2198 1.6078 -0.0025
C 1.7021 -0.4582 1.8542 0.0282
C 2.7190 -0.6038 0.8094 0.0080
C 4.0899 -0.6303 1.0653 0.0036
C 4.9705 -0.7755 0.0130 0.0023
C 4.4745 -0.8893 -1.2803 0.0046
C 3.1075 -0.8345 -1.4546 0.0127
N 2.2444 -0.6921 -0.4457 0.0515
H 0.1660 -0.2636 4.9899 -0.0001
H -1.3897 0.0623 2.9309 0.0004
H 4.4500 -0.5279 2.0801 0.0004
H 6.0369 -0.7969 0.1953 0.0000
H 5.1284 -1.0114 -2.1315 0.0004
H 2.6765 -0.9085 -2.4471 0.0039
C 2.4468 0.9799 -4.9383 0.0004
C 1.2671 0.0726 -4.5948 0.0216
Ge 0.2118 0.6623 -3.0617 0.1233
C -1.3650 -0.5954 -3.0114 0.0618
C -2.2065 -0.4100 -4.2836 0.0201
C -0.3520 2.4857 -3.2250 0.0134
C -0.5386 3.1774 -2.1017 -0.0064
Ge -0.0114 2.3265 -0.4119 -0.0281
C 1.8192 2.8581 0.0283 -0.0078
C 2.7613 2.8838 -1.1687 0.0016
C -1.2519 2.7580 1.0433 0.0017
C -1.4137 4.2470 1.3569 -0.0001
C -1.0717 4.5628 -2.1001 -0.0016
C -2.3292 4.8407 -2.6319 -0.0006
C -2.8322 6.1337 -2.6112 0.0000
C -2.0757 7.1652 -2.0735 -0.0007
C -0.8147 6.9003 -1.5558 0.0001
C -0.3216 5.6056 -1.5585 -0.0009
H 2.9473 0.6566 -5.8516 0.0000
H 3.1930 0.9897 -4.1410 0.0002
H 2.1248 2.0115 -5.0899 -0.0001
H 1.5909 -0.9586 -4.4379 0.0001
H 0.5381 0.0538 -5.4095 0.0044
H -2.0017 -0.4033 -2.1402 0.0052
H -1.0267 -1.6314 -2.9461 0.0018
H -2.4794 0.6344 -4.4413 0.0004
H -3.1291 -0.9915 -4.2199 0.0037
H -1.6684 -0.7558 -5.1664 0.0005
H -0.4540 2.9705 -4.1962 0.0012
H 2.1786 2.1797 0.8049 -0.0001
H 1.7497 3.8472 0.4913 -0.0013
H 2.8050 1.9089 -1.6619 0.0019
H 3.7784 3.1462 -0.8722 0.0003
H 2.4388 3.6073 -1.9199 0.0000
H -0.8716 2.2241 1.9161 0.0002
H -2.2187 2.3149 0.7998 -0.0005
H -0.4535 4.7410 1.5170 0.0000
H -1.9981 4.3747 2.2704 0.0001
H -1.9255 4.7815 0.5582 0.0000
H -2.9155 4.0327 -3.0529 0.0000
H -3.8135 6.3364 -3.0200 0.0000
H -2.4656 8.1743 -2.0606 0.0000
H -0.2175 7.7036 -1.1448 0.0000
H 0.6604 5.4024 -1.1456 -0.0001
C 1.4873 -4.9220 1.2738 0.0008
C 0.0046 -4.5310 1.2248 0.0029
C -0.8648 -5.7009 0.7553 0.0011
C -0.4591 -4.0044 2.5896 0.0012
C -0.1338 -3.4183 0.2677 0.0284
N -0.2423 -2.5558 -0.4824 0.0230
H 1.6053 -5.7386 1.9863 0.0001
H 2.1005 -4.0831 1.6051 0.0000
H 1.8436 -5.2589 0.3006 0.0000
H -0.7615 -6.5146 1.4730 0.0001
H -0.5520 -6.0634 -0.2236 0.0000
H -1.9163 -5.4186 0.7040 0.0000
H -0.3596 -4.8102 3.3179 0.0002
H -1.5033 -3.6904 2.5587 0.0000
H 0.1454 -3.1585 2.9125 0.0001
C -4.2368 -2.3183 -1.3700 0.0001
C -4.3402 -1.9580 0.1070 0.0035
As -3.3459 -0.3256 0.5539 0.0210
C -4.5260 1.0335 -0.2439 0.0035
C -4.0627 1.5219 -1.6118 0.0000
C -3.9094 -0.1404 2.4320 0.0033
C -5.4089 -0.0250 2.6796 0.0011
H -4.7820 -3.2368 -1.5915 0.0000
H -3.1984 -2.4672 -1.6737 0.0000
H -4.6593 -1.5327 -1.9997 0.0000
H -3.9243 -2.7563 0.7276 0.0000
H -5.3834 -1.8336 0.3997 0.0006
H -4.5620 1.8647 0.4637 0.0000
H -5.5351 0.6210 -0.2989 0.0005
H -3.0110 1.8203 -1.6068 -0.0001
H -4.6455 2.3870 -1.9332 0.0000
H -4.1778 0.7480 -2.3722 0.0000
H -3.3948 0.7408 2.8214 0.0000
H -3.4979 -1.0045 2.9602 0.0000
H -5.8193 0.8892 2.2520 0.0001
H -5.6155 -0.0044 3.7507 0.0002
H -5.9610 -0.8662 2.2605 0.0001
```

Its expectation value of S² is 8.81. The value obtained for the HOMO-LUMO gap (alpha / beta) is 0.266 / 0.245 Ha. As for the LUMO energy (alpha / beta): -2.9 / -3.8 eV. For the calculated total energy, the calculation gives -257240.5198 eV. As for the net charge: +1. Its multiplicity is 6.

The following is a DFT calculation (wB97M-V/def2-TZVPD) of a molecular structure, C36H56BIN2P2Te2Ti in a non-equilibrium geometry.

```
101
Properties=species:S:1:pos:R:3:lowdin_spin:R:1
Ti -1.0672 0.9096 -1.5368 1.7100
C 3.0465 1.1195 3.4107 0.0000
C 3.1136 0.0441 2.3186 0.0002
C 4.5285 -0.5407 2.2312 0.0001
C 2.1803 -1.0924 2.7563 0.0000
P 2.3275 0.7897 0.7620 0.0041
C 2.3463 -0.6540 -0.4321 0.0026
N 1.1582 -1.4681 -0.2663 0.0080
B -0.2429 -1.0158 -0.4635 0.0547
N -0.9668 -2.2417 -0.0818 0.0064
C -2.4011 -2.4060 -0.1512 0.0041
P -3.2897 -0.9587 0.6153 0.0060
C -2.9119 -1.2048 2.4619 0.0004
C -2.7075 -2.6471 2.9214 0.0002
C -3.9740 -0.5236 3.3306 0.0001
C -1.6097 -0.4189 2.6896 0.0030
C -5.0723 -1.5365 0.3143 0.0005
C -5.5402 -2.7868 1.0627 0.0001
C -5.9911 -0.3484 0.6279 0.0002
C -5.2049 -1.8173 -1.1928 -0.0005
C -0.1092 -3.3001 0.1266 -0.0012
C -0.3456 -4.6362 0.4047 0.0029
C 0.7438 -5.5001 0.5659 0.0017
C 2.0416 -5.0315 0.4429 0.0019
C 2.2903 -3.6836 0.1596 0.0028
C 1.2193 -2.8174 0.0079 -0.0009
C 3.5429 2.0580 -0.0023 0.0002
C 2.8831 3.4156 0.2936 0.0007
C 4.9846 2.1019 0.5086 0.0001
C 3.6131 1.8892 -1.5179 -0.0002
H 3.4202 0.7102 4.3568 0.0000
H 2.0141 1.4417 3.5616 0.0000
H 3.6367 2.0040 3.1727 0.0000
H 5.3036 0.2206 2.2720 0.0000
H 4.6717 -1.1267 1.3210 0.0000
H 4.6884 -1.2167 3.0789 0.0000
H 2.4264 -1.3700 3.7883 0.0000
H 2.2998 -1.9801 2.1386 0.0001
H 1.1315 -0.7989 2.7221 0.0000
H 3.2401 -1.2697 -0.3084 0.0002
H 2.3691 -0.2481 -1.4448 0.0014
H -2.7021 -3.3478 0.3147 0.0001
H -2.7210 -2.4334 -1.1969 0.0019
H -3.5907 -3.2666 2.7478 0.0000
H -2.4964 -2.6616 3.9981 0.0000
H -1.8584 -3.1093 2.4163 0.0001
H -4.9114 -1.0777 3.3757 0.0000
H -4.1834 0.4865 2.9722 0.0000
H -3.5896 -0.4372 4.3539 0.0000
H -0.8263 -0.7084 1.9887 0.0020
H -1.2554 -0.5829 3.7151 0.0001
H -1.7769 0.6514 2.5477 0.0009
H -5.6064 -2.6384 2.1406 0.0000
H -4.8818 -3.6385 0.8757 0.0000
H -6.5400 -3.0645 0.7060 0.0000
H -6.0524 -0.1419 1.6967 0.0000
H -7.0043 -0.5667 0.2704 0.0000
H -5.6353 0.5484 0.1136 0.0004
H -4.7372 -2.7637 -1.4709 0.0000
H -4.7693 -1.0144 -1.7949 -0.0004
H -6.2702 -1.8933 -1.4393 0.0000
H -1.3567 -5.0156 0.4867 0.0002
H 0.5659 -6.5481 0.7779 0.0000
H 2.8757 -5.7141 0.5584 0.0001
H 3.3097 -3.3314 0.0542 0.0002
H 2.8173 3.6005 1.3694 0.0000
H 1.8705 3.4540 -0.1131 0.0009
H 3.4680 4.2222 -0.1635 0.0000
H 5.0593 2.2112 1.5885 0.0000
H 5.4773 2.9719 0.0592 0.0000
H 5.5467 1.2169 0.2077 0.0000
H 2.6253 1.9283 -1.9729 -0.0002
H 4.0956 0.9527 -1.8064 0.0000
H 4.1975 2.7135 -1.9404 0.0001
I -0.4286 -1.3737 -3.8376 0.0058
C 1.1802 -0.1520 -4.3926 0.0019
C 2.1074 -0.6823 -5.2494 0.0086
C 3.1185 0.1452 -5.7781 -0.0013
C 3.1244 1.4779 -5.4829 0.0065
C 2.1611 2.0411 -4.6090 0.0002
C 2.1481 3.4345 -4.3581 0.0276
C 1.2017 3.9553 -3.5184 0.0040
C 0.3052 3.1084 -2.8410 0.0405
C 0.2802 1.7200 -2.9725 0.0220
C 1.1881 1.2096 -3.9695 0.0048
H 2.0449 -1.7232 -5.5364 0.0006
H 3.8646 -0.2751 -6.4431 -0.0003
H 3.8686 2.1354 -5.9220 0.0002
H 2.8839 4.0667 -4.8444 0.0021
H 1.1638 5.0275 -3.3478 -0.0007
H -0.4024 3.5763 -2.1603 0.0094
C -1.6205 3.8142 1.7293 -0.0066
Te -2.6783 2.7360 0.0707 0.0080
C -2.6474 4.6180 -0.9495 0.0072
H -0.6672 4.2074 1.3715 0.0000
H -1.4304 3.1006 2.5331 -0.0001
H -2.2396 4.6307 2.1086 -0.0008
H -3.3613 5.2896 -0.4731 0.0002
H -2.9325 4.4107 -1.9779 0.0010
H -1.6447 5.0414 -0.8930 0.0001
Te -3.5186 1.3938 -2.7200 0.0427
```

Its expectation value of S² is 2.01. The value obtained for the HOMO-LUMO gap (alpha / beta) is 0.132 / 0.157 Ha. As for the LUMO energy (alpha / beta): 4.1 / 4.1 eV. For the calculated total energy, the calculation gives -106278.2794 eV. As for the net charge: -2. Its multiplicity is 3.

The following is a DFT calculation (wB97M-V/def2-TZVPD) of a molecular structure, C36H56GeN5PbSi2Te in a non-equilibrium geometry.

```
102
Properties=species:S:1:pos:R:3:lowdin_charge:R:1
Pb 0.5409 -0.5994 0.6911 1.1427
C -0.0965 2.1220 -1.5412 -0.1292
N -0.9895 1.1063 -0.9881 -0.2083
C -1.9560 1.6637 -0.0534 -0.1416
C -1.2821 2.4315 1.0460 -0.3191
C -1.9141 3.4954 1.6820 -0.0161
C -1.2138 4.2091 2.6413 -0.0366
C 0.1072 3.8728 2.8967 -0.0294
C 0.6507 2.7938 2.2195 -0.1297
N -0.0378 2.0762 1.3487 0.0269
C -1.6431 0.4321 -2.0939 -0.1417
C -2.5140 -0.7687 -1.8207 -0.2674
C -3.1561 -1.2993 -2.9425 -0.0143
C -3.9289 -2.4342 -2.8131 -0.0419
C -4.0342 -3.0169 -1.5580 -0.0409
C -3.3828 -2.4080 -0.5037 -0.1800
N -2.6441 -1.3070 -0.6142 0.0343
C 1.2197 1.5611 -2.0143 -0.2585
C 1.8565 2.0826 -3.1369 -0.0016
C 3.1045 1.5963 -3.4898 -0.0363
C 3.6776 0.5953 -2.7200 -0.0395
C 2.9673 0.1279 -1.6265 -0.1312
N 1.7817 0.6065 -1.2858 0.0234
H -0.5809 2.6766 -2.3617 0.1374
H 0.1497 2.8406 -0.7568 0.1269
H -2.6750 2.3244 -0.5659 0.1454
H -2.5088 0.8223 0.3796 0.0875
H -2.9325 3.7465 1.4295 0.1212
H -1.6792 5.0365 3.1536 0.1157
H 0.7022 4.4287 3.6023 0.1122
H 1.6796 2.4943 2.3593 0.1198
H -2.2644 1.1531 -2.6632 0.1411
H -0.8522 0.0950 -2.7748 0.1354
H -3.0392 -0.8203 -3.9022 0.1202
H -4.4379 -2.8497 -3.6668 0.1136
H -4.6170 -3.9094 -1.4088 0.1090
H -3.4451 -2.8218 0.4972 0.0521
H 1.3857 2.8632 -3.7131 0.1173
H 3.6192 1.9924 -4.3521 0.1159
H 4.6469 0.1874 -2.9605 0.1137
H 3.3523 -0.6587 -0.9919 0.1047
C 0.6651 -4.4289 2.5239 -0.1696
Si -0.5978 -4.1273 3.9134 0.4724
C -0.0262 -4.7440 5.6213 -0.1710
C -2.3257 -4.8550 3.5499 -0.1818
C -0.8324 -2.2404 4.1013 -0.5232
Te -1.8135 -1.3605 2.3967 1.3003
C -2.2999 0.4005 3.5588 -0.5111
Si -4.1664 0.4065 3.9676 0.4663
C -4.5241 2.0212 4.9075 -0.1692
C -4.5417 -1.1281 5.0297 -0.1725
C -5.0845 0.3157 2.2980 -0.1754
H 0.8962 -5.4833 2.4079 0.0379
H 1.5913 -3.9059 2.7465 0.0212
H 0.3083 -4.0549 1.5674 -0.0025
H 0.0951 -5.8216 5.6325 0.0275
H -0.7587 -4.4897 6.3823 0.0293
H 0.9196 -4.3007 5.9170 0.0274
H -2.2965 -5.9297 3.4044 0.0287
H -2.7707 -4.4109 2.6622 -0.0065
H -2.9918 -4.6615 4.3867 0.0291
H 0.1207 -1.7384 4.2477 -0.0141
H -1.4623 -2.0361 4.9637 0.0154
H -2.0163 1.2847 3.0024 -0.0275
H -1.7015 0.3671 4.4635 0.0133
H -3.9129 2.0921 5.8018 0.0295
H -5.5627 2.0663 5.2139 0.0282
H -4.3192 2.8962 4.2986 0.0177
H -4.0206 -1.0861 5.9816 0.0320
H -4.2363 -2.0385 4.5198 0.0075
H -5.6014 -1.2098 5.2455 0.0310
H -4.9942 1.2397 1.7339 0.0229
H -6.1423 0.1293 2.4489 0.0310
H -4.6881 -0.4913 1.6831 -0.0091
N 2.0119 -0.9402 2.2071 -0.1020
C 2.2941 -0.5153 3.3988 -0.4890
C 1.4381 0.3070 4.1998 -0.0835
C 1.7576 0.6583 5.4872 -0.0805
C 2.9267 0.1954 6.0765 -0.0693
C 3.7802 -0.6112 5.3298 -0.0825
C 3.5160 -0.9255 4.0218 -0.0147
H 0.5594 0.7227 3.7284 0.0641
H 1.0925 1.3082 6.0408 0.1080
H 3.1868 0.4782 7.0828 0.1053
H 4.6936 -0.9757 5.7751 0.1064
H 4.1796 -1.5508 3.4436 0.1086
C 0.8351 -5.5463 -1.4059 -0.2076
Ge 1.7365 -3.7670 -1.3463 0.7712
C 3.3005 -3.9463 -0.1452 -0.2052
C 2.3843 -3.2860 -3.1638 -0.2086
C 0.3423 -2.4480 -0.8525 -0.3933
H 1.5008 -6.2885 -1.8377 0.0175
H -0.0690 -5.5191 -2.0058 0.0135
H 0.5706 -5.8761 -0.4062 0.0024
H 3.8472 -4.8425 -0.4255 0.0211
H 2.9988 -4.0441 0.8900 -0.0108
H 3.9751 -3.1012 -0.2234 0.0046
H 2.9903 -4.0952 -3.5582 0.0177
H 2.9913 -2.3866 -3.1499 -0.0090
H 1.5589 -3.1244 -3.8498 0.0155
H -0.5233 -2.9585 -0.4445 -0.0497
H 0.0276 -1.9311 -1.7516 -0.0387
```

The value obtained for the HOMO-LUMO gap (alpha / beta) is 0.237 / 0.197 Ha. As for the LUMO energy (alpha / beta): -3.3 / -3.4 eV. For the calculated total energy, the calculation gives -130497.3330 eV. As for the net charge: +1. Its multiplicity is 1.

The following is a DFT calculation (wB97M-V/def2-TZVPD) of 7 unconnected molecules or ions with the total composition C36H56N6O8 in a non-equilibrium geometry.

```
106
Properties=species:S:1:pos:R:3:lowdin_charge:R:1
C 1.4966 3.3411 2.4144 0.0310
C 2.1084 2.1489 2.2379 -0.1117
C 2.7563 1.6633 0.9855 -0.1447
C 4.1482 1.5911 1.0151 -0.0267
C 4.9321 1.1505 -0.0386 -0.0332
C 4.2976 0.7587 -1.2261 -0.0005
C 2.9184 0.8155 -1.2598 -0.0912
C 2.1204 1.2568 -0.1984 -0.0256
C 0.6300 1.2892 -0.3350 -0.2486
O -0.0431 1.9896 0.3745 0.1120
C 0.0286 0.4270 -1.4029 -0.0269
C -1.3270 0.0553 -1.3724 -0.1468
C -2.3152 0.4658 -0.3145 -0.1978
C -2.3171 -0.4862 0.8989 -0.0835
C -1.7963 -0.7709 -2.3977 -0.0127
C -0.9865 -1.1974 -3.4391 -0.0391
C 0.3413 -0.8037 -3.4860 0.0010
C 0.8351 -0.0008 -2.4628 -0.0880
C 2.2606 0.4034 -2.5388 -0.2946
O 2.8781 0.3782 -3.5770 0.1073
H 0.6869 3.7193 1.8090 0.0488
H 1.7862 3.9540 3.2649 0.0553
H 2.1833 1.4806 3.0921 0.0941
H 4.6609 1.8942 1.9181 0.1186
H 6.0081 1.0949 0.0433 0.0990
H 4.8533 0.4235 -2.0866 0.1099
H -2.2100 1.4934 0.0026 0.0943
H -3.3055 0.3968 -0.7692 0.1009
H -3.0385 -1.2835 0.7667 0.0621
H -1.3132 -0.8712 1.0807 0.0692
H -2.6047 0.0672 1.7873 0.0611
H -2.8302 -1.0890 -2.3733 0.1155
H -1.3638 -1.8436 -4.2194 0.0836
H 1.0020 -1.0968 -4.2868 0.1180
C 7.7149 -1.7002 -1.6652 -0.0058
C 8.6338 -0.7255 -0.9695 -0.5449
O 8.6186 0.4711 -1.2248 0.0175
N 9.4886 -1.2149 -0.0366 0.0090
C 9.6511 -2.5894 0.3991 -0.0747
H 7.0998 -1.1491 -2.3700 0.0764
H 8.2882 -2.4472 -2.2150 0.0856
H 7.0627 -2.1891 -0.9402 0.0865
H 10.0685 -0.5081 0.3872 0.1397
H 9.4513 -2.6621 1.4693 0.0834
H 10.6760 -2.9153 0.2149 0.0830
H 8.9723 -3.2487 -0.1305 0.0713
C -3.7571 -1.4961 -7.1862 -0.0084
C -3.8231 -2.6142 -6.1733 -0.5465
O -2.8204 -3.0666 -5.6437 0.0212
N -5.0497 -3.1095 -5.8628 0.0059
C -6.3413 -2.7028 -6.3836 -0.0773
H -2.7180 -1.2138 -7.3232 0.0834
H -4.1611 -1.8222 -8.1453 0.0841
H -4.3128 -0.6260 -6.8345 0.0850
H -5.0221 -3.8519 -5.1818 0.1392
H -6.9774 -2.3613 -5.5654 0.0827
H -6.8269 -3.5512 -6.8687 0.0826
H -6.2356 -1.8998 -7.1045 0.0706
C 3.1927 -2.0358 5.4049 -0.0102
C 3.2864 -1.3447 4.0653 -0.5475
O 3.8220 -0.2563 3.9306 0.0258
N 2.7456 -1.9764 2.9898 0.0132
C 2.0691 -3.2593 2.9443 -0.0732
H 3.6658 -1.4066 6.1523 0.0816
H 2.1501 -2.1900 5.6852 0.0848
H 3.7077 -2.9968 5.3784 0.0831
H 2.8437 -1.4579 2.1295 0.1351
H 2.5987 -3.9312 2.2667 0.0827
H 1.0514 -3.1260 2.5736 0.0822
H 2.0278 -3.7135 3.9282 0.0708
C 10.0637 5.2421 -2.5870 -0.0150
C 9.1749 5.1275 -3.8042 -0.5604
O 9.2995 5.8707 -4.7659 0.0195
N 8.2247 4.1594 -3.7909 0.0074
C 7.9363 3.1929 -2.7419 -0.0794
H 10.7662 6.0541 -2.7475 0.0785
H 9.4710 5.4607 -1.6981 0.0822
H 10.6226 4.3186 -2.4318 0.0823
H 7.6660 4.1346 -4.6289 0.1375
H 8.0515 2.1848 -3.1359 0.0706
H 6.9045 3.3218 -2.4087 0.0823
H 8.5989 3.3118 -1.8932 0.0673
C -6.8040 0.0861 3.5576 -0.0189
C -5.9134 0.4406 2.3939 -0.5357
O -5.1342 -0.3574 1.8925 0.0210
N -6.0047 1.7070 1.9058 0.0086
C -6.8635 2.7822 2.3663 -0.0744
H -6.6221 -0.9473 3.8373 0.0856
H -6.5863 0.7224 4.4149 0.0900
H -7.8512 0.1949 3.2896 0.0542
H -5.3860 1.8868 1.1307 0.1353
H -7.5158 3.1070 1.5535 0.0810
H -6.2543 3.6313 2.6811 0.0826
H -7.4767 2.4598 3.2013 0.0730
C -11.4685 -0.4573 6.2229 -0.0100
C -10.5299 -0.4998 5.0407 -0.5407
O -9.5032 0.1608 5.0067 0.0262
N -10.8673 -1.3083 4.0015 0.0090
C -12.0358 -2.1583 3.8667 -0.0751
H -11.0632 0.2266 6.9617 0.0823
H -12.4534 -0.1013 5.9186 0.0846
H -11.5628 -1.4454 6.6744 0.0849
H -10.2009 -1.2932 3.2459 0.1375
H -11.7235 -3.1961 3.7406 0.0837
H -12.6090 -1.8599 2.9875 0.0833
H -12.6724 -2.0872 4.7415 0.0709
```

The value obtained for the HOMO-LUMO gap is 0.283 Ha. As for the LUMO energy: -0.3 eV. For the calculated total energy, the calculation gives -63561.7428 eV. As for the net charge: 0. Its multiplicity is 1.